Record 1
The following is a DFT calculation (wB97M-V/def2-TZVPD) of a structure of composition C27H37AlN7O2.

Net charge: +1
Frontier orbital gap in eV: 7.82
LUMO in eV: -2.87
Highest occupied orbital energy in hartree: -0.39279

Each line ends with the Mulliken charge.
Positions of all 74 atoms, in Å:
Al 0.67651 0.35821 -0.86125  -1.8058
C 0.74762 3.07412 -2.29356  -1.3858
N 1.75128 2.13055 -1.73955  0.9675
C 2.61291 2.84310 -0.75535  -1.0571
C 1.87391 3.47011 0.42501  -0.9625
C 0.83074 2.53718 1.06027  -0.9941
N 1.23063 1.13724 0.84522  0.8224
C 1.96119 0.56253 1.73318  -0.3051
C 2.45420 -0.78393 1.67050  0.9202
C 3.29055 -1.25691 2.69671  -0.6669
C 3.71895 -2.56025 2.70543  -0.9016
C 3.29541 -3.41922 1.68223  -0.5927
C 2.47090 -2.97985 0.66651  -0.5578
C 2.04603 -1.64938 0.63524  -0.2722
O 1.26659 -1.22716 -0.34613  0.2442
C 2.63382 1.66891 -2.86110  -1.1258
C 3.17327 0.25618 -2.63514  -0.2245
C 2.16958 -0.76663 -3.16485  -1.1595
N 0.83154 -0.35760 -2.71368  0.7743
C -0.20125 -0.67513 -3.40393  -0.2580
C -1.56189 -0.28811 -3.09962  0.8025
C -2.58498 -0.71675 -3.95990  -0.8000
C -3.88922 -0.33207 -3.75926  -0.9633
C -4.18190 0.52911 -2.69711  -0.4892
C -3.19290 0.96929 -1.83882  -0.5475
C -1.87538 0.53928 -2.00034  -0.0713
O -0.94753 0.93006 -1.12908  0.5053
H 1.24463 3.94414 -2.73534  0.4134
H 0.05851 3.40705 -1.52156  0.3144
H 0.16382 2.56850 -3.06156  0.4296
H 3.16634 3.62874 -1.27699  0.4831
H 3.34470 2.12295 -0.38963  0.4541
H 1.39330 4.40423 0.13505  0.4213
H 2.63636 3.72615 1.16259  0.4337
H -0.14299 2.66967 0.58955  0.0701
H 0.71452 2.75195 2.12211  0.8308
H 2.21904 1.13417 2.62876  0.4931
H 3.59429 -0.57318 3.48458  0.4486
H 4.36813 -2.92170 3.49223  0.4408
H 3.62137 -4.45272 1.68844  0.4548
H 2.13827 -3.64673 -0.11879  0.5244
H 3.44260 2.38772 -2.99618  0.4628
H 2.04118 1.68138 -3.77399  0.5806
H 3.33604 0.09044 -1.56238  0.0845
H 4.13627 0.12331 -3.12334  0.6130
H 2.39658 -1.76212 -2.78496  0.2272
H 2.19971 -0.79871 -4.25532  0.6505
H -0.05829 -1.24950 -4.32225  0.4475
H -2.32866 -1.35585 -4.79886  0.4426
H -4.67423 -0.68107 -4.41706  0.4182
H -5.20224 0.85689 -2.53761  0.4603
H -3.41771 1.64519 -1.02119  0.4767
C -2.39051 -1.36574 0.82418  -0.8338
N -1.31268 -0.59165 1.46963  1.0539
C -1.93690 0.53324 2.18064  -0.8468
N -2.92106 0.09838 3.17197  0.1196
C -3.95133 -0.69037 2.47824  -0.7233
N -3.38312 -1.85159 1.78184  0.0708
C -2.70093 -2.68796 2.77722  -0.6532
N -1.63965 -1.95230 3.47774  0.1717
C -0.68708 -1.46887 2.47838  -0.6207
C -2.24434 -0.78523 4.13165  -0.6856
H -1.94530 -2.21660 0.30369  0.2361
H -2.89195 -0.73032 0.09433  0.1960
H -2.43049 1.17642 1.44735  0.0403
H -1.15624 1.10828 2.68918  0.3049
H -4.46111 -0.05213 1.75436  0.3226
H -4.67861 -1.03961 3.21096  0.3628
H -2.26383 -3.55427 2.27848  0.3346
H -3.43128 -3.03749 3.50785  0.3572
H -0.23913 -2.32514 1.96972  0.1252
H 0.10214 -0.91415 2.99101  0.0188
H -1.46171 -0.22071 4.64044  0.3181
H -2.96701 -1.12597 4.87319  0.3590

Cartesian forces (eV/Å) of the 6 atoms listed first:
0.4 0.2 -0.1
0.1 -0.1 0.0
-0.1 0.0 0.0
-0.1 0.0 0.0
-0.1 -0.1 0.0
0.3 -0.1 -0.2

---

Record 2
The following is a DFT calculation (wB97M-V/def2-TZVPD) of a structure of composition C27H37AsCuN7O2Si2.

<S²>: 0.760
Net charge: -1
Frontier orbital gap (spin up / spin down) in eV: 7.09 / 6.03
LUMO (spin up / spin down) in eV: 2.59 / 1.73
Multiplicity: 2
Highest occupied orbital energy (spin up / spin down) in hartree: -0.16532 / -0.15815

Each line ends with the Löwdin spin population.
Positions of all 77 atoms, in Å:
Cu -0.12986 0.35810 -0.23608  0.3550
C 1.96153 -1.61785 1.85972  0.0006
N 2.16098 -0.22719 1.58420  0.0118
C 1.67880 0.79532 2.46151  0.0015
C 0.24422 1.24297 2.40647  0.0058
N -0.73420 0.74991 1.70020  0.0142
C -1.88619 1.34300 2.15252  0.0024
C -3.21447 1.06732 1.86727  0.0003
C -4.17769 1.76221 2.57226  0.0001
C -3.84361 2.74670 3.50172  -0.0004
C -2.52488 3.03427 3.80379  0.0001
C -1.55643 2.29645 3.14409  -0.0001
N -0.19313 2.20733 3.28413  0.0027
C 0.68245 -2.34383 1.52550  0.0005
N -0.45199 -1.88770 1.10219  0.0040
C -1.27001 -2.97284 0.91966  0.0005
C -2.57891 -3.04375 0.46086  0.0016
C -3.17068 -4.28925 0.39772  0.0001
C -2.48281 -5.44357 0.77398  0.0001
C -1.17214 -5.39773 1.21115  0.0000
C -0.57146 -4.15170 1.27503  0.0003
N 0.67246 -3.71863 1.65954  -0.0002
H 2.15929 -1.77057 2.93235  0.0002
H 2.74521 -2.14160 1.29341  0.0001
H 2.06630 0.01575 0.60557  0.0037
H 2.31188 1.67344 2.27125  0.0003
H 1.85893 0.46180 3.49707  0.0000
H -3.47540 0.32165 1.13035  0.0002
H -5.22102 1.54644 2.39308  0.0000
H -4.62595 3.29675 4.00707  0.0000
H -2.26847 3.78522 4.53902  0.0000
H 0.39131 2.78648 3.86399  0.0003
H -3.09118 -2.14558 0.14473  0.0033
H -4.18469 -4.38469 0.03516  0.0000
H -2.98005 -6.40156 0.71126  0.0000
H -0.64181 -6.30160 1.47739  0.0000
H 1.45400 -4.29226 1.92901  0.0000
C -5.08561 1.09403 -3.23375  0.0260
Si -3.67605 1.91688 -2.19008  0.0466
C -4.66887 2.71691 -0.75412  -0.0011
C -3.08065 3.38254 -3.28173  -0.0007
As -2.25980 0.15438 -1.61375  0.3577
Si -1.24826 -0.16407 -3.67763  0.0477
C -0.60927 -1.97017 -3.79185  0.0022
C 0.23115 1.01320 -4.01505  0.0072
C -2.31112 -0.02425 -5.28119  0.0063
H -5.88611 1.78480 -3.48705  0.0035
H -5.51791 0.26522 -2.67602  0.0026
H -4.68938 0.69042 -4.15930  0.0006
H -5.32798 3.51058 -1.10034  -0.0001
H -3.98345 3.13972 -0.03011  0.0000
H -5.28234 1.97595 -0.24854  0.0002
H -3.89534 4.00117 -3.65440  -0.0002
H -2.51932 3.01907 -4.13887  0.0000
H -2.42392 4.01591 -2.69574  0.0000
H -0.16316 -2.25184 -2.84376  0.0005
H 0.14414 -2.09607 -4.56553  0.0002
H -1.41844 -2.66667 -3.99488  0.0003
H 1.01979 0.80296 -3.29831  0.0000
H -0.07383 2.04691 -3.87016  0.0001
H 0.65146 0.92937 -5.01485  0.0007
H -3.13420 -0.73223 -5.25398  0.0003
H -1.72118 -0.24402 -6.16679  0.0006
H -2.73532 0.96578 -5.41107  0.0000
N 1.84417 -1.56104 -1.46322  0.0075
C 0.99780 -0.81581 -1.20495  0.0541
O -1.42017 3.08240 -0.53230  0.0230
C -0.21771 3.20902 -0.71031  0.0051
C 0.43799 4.43726 -1.37364  0.0000
C 1.87518 3.98766 -1.54380  0.0000
C 1.95550 2.74665 -0.62981  -0.0002
O 3.00043 2.25531 -0.24501  -0.0003
N 0.71182 2.32851 -0.31689  0.0008
H 0.33861 5.29136 -0.69908  0.0001
H -0.06355 4.67388 -2.31108  -0.0001
H 2.63410 4.72225 -1.27462  0.0000
H 2.06761 3.64138 -2.56224  0.0000

Cartesian forces (eV/Å) of the 6 atoms listed first:
-0.7 0.1 -0.2
0.4 -0.1 0.1
-0.6 0.2 -0.2
0.5 0.2 0.0
-0.3 0.1 0.4
0.5 0.3 0.2

---

Record 3
The following is a DFT calculation (wB97M-V/def2-TZVPD) of a structure of composition C27H37AsF6NO21P2.

Net charge: -1
Frontier orbital gap in eV: 7.05
LUMO in eV: 0.23
Highest occupied orbital energy in hartree: -0.25036

Each line ends with the Mulliken charge.
Positions of all 95 atoms, in Å:
As -0.77242 2.10601 0.66564  1.9213
F -0.39793 3.70572 1.24180  -0.4651
F -0.21861 1.28442 2.15478  -0.5408
F -1.12673 0.50113 0.03445  -0.5683
F -1.40216 2.76495 -0.85855  -0.6059
F 0.87537 1.83785 0.16188  -0.2477
F -2.33924 2.24762 1.37378  -0.4872
C -0.53145 0.40964 -4.99068  -0.6465
C -0.74925 1.44042 -4.16013  0.5290
C -0.06178 2.75607 -4.24356  0.6725
O -0.44682 3.75205 -3.66945  -0.5637
C 0.87698 2.88817 -5.35643  -1.1904
C 1.09415 1.87833 -6.21476  0.4966
C 0.36645 0.53064 -6.11368  0.8101
O 0.65955 -0.32781 -6.91975  -0.6501
O 1.97519 1.88117 -7.20359  -0.5924
O -1.49381 1.24430 -3.05638  -0.2011
H -0.99887 -0.53437 -4.74515  0.4446
H 1.30362 3.87583 -5.47025  0.4403
H 2.01236 1.00065 -7.61399  0.3663
H -1.38041 2.02462 -2.45196  0.1692
C 0.69578 -2.98581 5.26880  -0.6034
C 1.01626 -1.92650 4.51218  0.3070
C 2.25688 -1.11909 4.61181  0.9882
O 2.35313 -0.03853 4.08479  -0.4422
C 3.18379 -1.62689 5.62153  -0.9339
C 2.90321 -2.71342 6.35336  0.4080
C 1.63022 -3.49338 6.31044  0.4283
O 1.35905 -4.48052 6.95646  -0.5945
O 3.81099 -3.18665 7.24968  -0.5404
O 0.07790 -1.47852 3.63642  -0.3426
H -0.17644 -3.59962 5.09764  0.4892
H 4.18396 -1.25370 5.80473  0.4237
H 3.37793 -3.57259 8.02007  0.3234
H 0.46055 -0.66328 3.24404  0.0881
C -2.58106 -4.29365 1.47114  -1.0552
C -2.24727 -5.45180 0.87897  0.6382
C -1.18436 -5.58518 -0.14811  0.3873
O -0.62142 -6.62326 -0.42074  -0.6164
C -0.88131 -4.31924 -0.81262  -0.7241
C -1.13073 -3.14471 -0.20811  0.2017
C -1.99113 -3.02673 1.02784  1.3646
O -2.21313 -1.99231 1.61023  -0.5758
O -0.66484 -1.97748 -0.62910  -0.3054
O -2.89160 -6.57915 1.23746  -0.5423
H -3.44531 -4.36296 2.11789  0.4574
H -0.26430 -4.38254 -1.69974  0.4736
H -0.92146 -1.24196 -0.02765  0.0944
H -2.51845 -7.37245 0.83383  0.3314
C 3.99475 -0.00813 0.77705  0.5008
O 5.15668 0.34586 0.83914  -0.6567
N 3.60802 -1.24807 0.41399  0.2019
C 2.18842 -1.60983 0.45821  -0.6363
C 4.46046 -2.29869 -0.07023  -1.0643
H 3.12486 0.63672 0.95687  -0.0681
H 1.70792 -1.75794 -0.51273  0.4188
H 1.60902 -0.81095 0.91942  -0.3155
H 2.17212 -2.55447 1.00908  0.3766
H 4.36379 -3.20397 0.54084  0.3186
H 4.12980 -2.68534 -1.04083  0.3283
H 5.50382 -2.01573 -0.15560  0.3499
C 2.21984 4.52874 -1.36666  -0.7983
O 2.36548 4.22972 0.00580  0.2024
P 3.74854 4.29304 0.79614  0.8362
O 4.76484 3.29171 0.49123  -0.6911
O 4.22703 5.80631 0.61129  -0.3735
C 3.30224 6.82733 0.99224  -0.6762
O 3.20281 4.18493 2.30908  -0.4007
C 2.61755 2.91459 2.62556  0.4223
H 1.67913 5.48491 -1.40732  0.2907
H 1.55130 3.84395 -1.87703  0.0706
H 3.13015 4.76827 -1.91852  0.4339
H 2.66931 7.06862 0.14159  0.2317
H 3.77752 7.72719 1.37822  0.2925
H 2.65224 6.52696 1.81604  0.2907
H 1.55443 2.96082 2.87207  0.1969
H 3.12361 2.44693 3.46444  0.3811
H 2.56500 2.26671 1.75399  -0.6226
C -4.09740 0.64134 -0.83811  -0.3234
O -4.94818 0.26614 -1.90799  -0.2875
P -5.92999 -1.02498 -1.84400  0.8831
O -5.94928 -1.67974 -0.53661  -0.6369
O -7.28342 -0.42559 -2.43109  -0.3634
C -7.91272 0.59636 -1.65551  -0.6441
O -5.41251 -1.89212 -3.08471  -0.4163
C -4.00205 -1.93952 -3.25178  -0.3390
H -3.24548 -0.04420 -0.81072  -0.0262
H -4.52060 0.51762 0.16092  0.4170
H -3.67821 1.63568 -0.95540  0.2425
H -7.87349 1.52360 -2.23279  0.2546
H -7.38081 0.83785 -0.73477  0.3156
H -8.95153 0.32133 -1.49431  0.2589
H -3.74217 -2.89619 -3.71264  0.3790
H -3.50846 -2.07045 -2.27926  -0.0347
H -3.55537 -1.10285 -3.78182  0.2608

Cartesian forces (eV/Å) of the 6 atoms listed first:
0.6 -0.5 1.5
0.0 -0.7 -0.4
-0.4 0.6 -0.3
-0.2 0.3 -0.1
0.7 -0.1 0.5
-0.5 0.5 -0.9

---

Record 4
The following is a DFT calculation (wB97M-V/def2-TZVPD) of a structure of composition C27H37Cl2N5O3PSW.

<S²>: 0.767
Net charge: +2
Frontier orbital gap (spin up / spin down) in eV: 6.01 / 6.29
LUMO (spin up / spin down) in eV: -7.61 / -7.69
Multiplicity: 2
Highest occupied orbital energy (spin up / spin down) in hartree: -0.50081 / -0.51370

Each line ends with the Löwdin spin population.
Positions of all 77 atoms, in Å:
W 1.46039 -1.76847 0.21010  0.7496
Cl 6.30196 -2.64306 5.54041  -0.0009
C 4.97848 -2.39422 4.48199  0.0055
C 3.68080 -2.31578 5.01825  0.0109
C 2.59510 -2.12249 4.18983  0.0067
Cl 0.99808 -1.99787 4.81098  0.0017
C 2.77459 -2.02916 2.81231  -0.0052
O 1.74583 -1.84813 1.98803  0.0513
C 4.08620 -2.09683 2.25910  0.0048
C 4.29509 -2.00061 0.87991  0.0611
O 3.33042 -1.88307 0.02538  0.0369
C 5.18624 -2.27357 3.13358  0.0322
H 3.53305 -2.39907 6.08668  0.0004
H 5.30072 -2.03491 0.47039  0.0016
H 6.18511 -2.31961 2.71900  0.0008
O 1.68196 -2.23668 -1.80063  0.0390
N 0.67148 -2.87647 -2.39256  0.0100
C 0.52233 -2.72846 -3.71965  -0.0016
C -0.45973 -3.41646 -4.38453  0.0029
C -1.29860 -4.26625 -3.66648  -0.0005
C -1.12267 -4.40777 -2.30468  0.0020
C -0.11707 -3.69574 -1.66191  0.0070
S 0.21945 -3.84975 0.04456  0.0098
H 1.22516 -2.06158 -4.19650  0.0000
H -0.55837 -3.30278 -5.45371  0.0002
H -2.08337 -4.81389 -4.16995  0.0000
H -1.74052 -5.07024 -1.71537  0.0002
N 0.15659 -0.64054 -0.36206  -0.0251
P -0.63832 0.74233 -0.13888  -0.0040
N 0.44199 1.91044 0.31933  -0.0006
C 1.85758 1.64216 0.59204  0.0018
C 2.41855 2.75558 1.46602  0.0001
C 2.45566 4.06736 0.66691  0.0001
C 1.27462 4.14941 -0.31634  0.0000
C 0.08398 3.34407 0.18805  -0.0003
N -1.83177 0.45194 0.95430  -0.0012
C -2.65871 1.57241 1.42803  -0.0003
C -4.10160 1.11405 1.63645  -0.0001
C -4.16181 -0.25652 2.34225  0.0001
C -2.80877 -0.61904 2.94952  0.0002
C -1.76518 -0.72976 1.84517  0.0015
N -1.38589 1.26478 -1.53015  0.0001
C -0.41536 1.53627 -2.61720  -0.0001
C -1.09499 2.28448 -3.77213  0.0000
C -2.58734 1.94366 -3.84101  0.0000
C -2.78209 0.48454 -3.44134  0.0000
C -2.47058 0.32469 -1.95222  -0.0002
H 2.44004 1.58195 -0.33736  0.0004
H 1.95118 0.68022 1.11168  0.0006
H 3.41659 2.49266 1.81745  0.0000
H 1.77858 2.86656 2.34325  0.0000
H 3.39121 4.14424 0.11226  0.0000
H 2.42911 4.90491 1.36354  0.0000
H 1.57624 3.77736 -1.29842  0.0000
H 0.96451 5.18465 -0.45228  0.0000
H -0.75570 3.42672 -0.50239  0.0000
H -0.23762 3.73839 1.15607  0.0000
H -2.62294 2.35894 0.67140  0.0000
H -2.24942 1.98632 2.35410  0.0000
H -4.60267 1.05190 0.66985  0.0000
H -4.62427 1.87130 2.22105  0.0000
H -4.44248 -1.03258 1.62662  0.0000
H -4.92296 -0.25030 3.12082  0.0000
H -2.86465 -1.57635 3.46798  0.0000
H -2.51359 0.13197 3.68532  0.0000
H -1.97922 -1.62379 1.25304  0.0002
H -0.76873 -0.84576 2.28092  0.0007
H 0.02204 0.58994 -2.96513  -0.0001
H 0.40094 2.13299 -2.21268  0.0000
H -0.60508 1.99507 -4.70317  0.0000
H -0.96515 3.36019 -3.65298  0.0000
H -2.97121 2.12946 -4.84264  0.0000
H -3.14642 2.57564 -3.14805  0.0000
H -2.12373 -0.14734 -4.04477  0.0000
H -3.80563 0.15713 -3.61982  0.0000
H -2.19093 -0.71512 -1.73209  -0.0002
H -3.35671 0.56325 -1.36484  0.0000

Cartesian forces (eV/Å) of the 6 atoms listed first:
-6.2 -0.9 -6.6
0.0 0.0 0.1
0.1 0.0 -0.1
0.0 0.0 -0.2
-0.3 0.0 0.1
0.1 0.0 0.1

---

Number 1: F_max 0.45 eV/Å. Number 2: F_max 2.00 eV/Å. Number 3: F_max 2.99 eV/Å. Number 4: F_max 9.13 eV/Å.